# 1
{
  "formula": "C58H48AsNO7P2SZr",
  "method": "ωB97M-V/def2-TZVPD",
  "de_lowest_kcal_mol": 30.4,
  "gap_ev": 5.84,
  "charge": 2,
  "elements": ["Zr", "O", "C", "O", "C", "C", "C", "C", "C", "N", "C", "O", "O", "H", "H", "H", "H", "H", "S", "C", "C", "C", "C", "C", "C", "As", "C", "C", "C", "C", "C", "C", "C", "C", "C", "C", "C", "C", "H", "H", "H", "H", "H", "H", "H", "H", "H", "H", "H", "H", "H", "H", "C", "C", "P", "C", "C", "C", "C", "C", "C", "C", "C", "C", "C", "C", "C", "P", "C", "C", "C", "C", "C", "C", "C", "C", "C", "C", "C", "C", "H", "H", "H", "H", "H", "H", "H", "H", "H", "H", "H", "H", "H", "H", "H", "H", "H", "H", "H", "H", "H", "H", "H", "H", "O", "C", "C", "C", "C", "C", "C", "C", "O", "O", "H", "H", "H", "H", "H"],
  "coordinates": [[-0.02206, -0.17464, 0.14850], [2.47598, 1.28708, -3.32526], [1.55734, 1.15124, -2.41367], [1.32046, 0.12184, -1.81421], [0.72004, 2.34725, -2.12440], [0.62816, 3.50430, -2.87794], [-0.33786, 4.42756, -2.51412], [-1.14307, 4.17217, -1.41159], [-0.93736, 3.00247, -0.70899], [-0.03269, 2.10886, -1.07061], [-1.56126, 2.56778, 0.57765], [-2.48176, 3.24901, 1.19678], [-1.13506, 1.55119, 1.06530], [2.95342, 0.44814, -3.44967], [1.27903, 3.66278, -3.72875], [-0.46483, 5.34004, -3.08269], [-1.90026, 4.88862, -1.11451], [-2.76650, 4.03770, 0.71318], [-1.98292, -0.95619, 1.61047], [-3.24946, -1.66473, 0.59219], [-4.08618, -2.61897, 1.17026], [-5.19406, -3.09319, 0.48502], [-5.50930, -2.59045, -0.77096], [-4.68561, -1.64167, -1.34941], [-3.53780, -1.20451, -0.69455], [-2.34245, 0.04175, -1.56545], [-3.67191, 1.35123, -2.13714], [-3.98627, 1.60864, -3.46496], [-5.00428, 2.50737, -3.77069], [-5.69987, 3.15544, -2.75973], [-5.38345, 2.90314, -1.43008], [-4.37187, 2.00629, -1.12128], [-1.95917, -0.79881, -3.27893], [-1.13694, -0.09585, -4.15924], [-0.85182, -0.59819, -5.42210], [-1.40391, -1.81079, -5.81842], [-2.21932, -2.51578, -4.94323], [-2.48794, -2.01960, -3.67359], [-3.86904, -2.96753, 2.17267], [-5.82521, -3.84537, 0.94174], [-6.39269, -2.93213, -1.29374], [-4.93941, -1.23144, -2.31923], [-3.46414, 1.10616, -4.26577], [-5.25847, 2.69044, -4.80715], [-6.49731, 3.84590, -3.00603], [-5.93931, 3.38997, -0.63692], [-4.16363, 1.77163, -0.08240], [-0.75910, 0.88119, -3.87976], [-0.21935, -0.03949, -6.10223], [-1.20290, -2.20046, -6.80900], [-2.64571, -3.46491, -5.24640], [-3.09965, -2.59411, -2.99228], [2.24802, -0.02185, 3.67507], [2.79935, 1.30150, 3.13567], [1.64367, 2.08563, 1.93497], [2.56586, 3.58775, 1.43865], [2.00703, 4.43760, 0.48211], [2.63697, 5.61355, 0.10572], [3.85743, 5.95530, 0.67334], [4.43440, 5.11223, 1.61160], [3.79636, 3.93667, 1.99231], [0.45619, 2.75255, 3.18316], [0.52609, 4.07296, 3.62547], [-0.30447, 4.51693, 4.65010], [-1.21180, 3.65133, 5.24056], [-1.29681, 2.33549, 4.80093], [-0.47185, 1.89167, 3.77994], [1.60505, -1.08861, 2.31343], [3.22857, -1.41153, 1.49415], [3.78836, -0.46671, 0.62896], [4.98346, -0.71927, -0.02609], [5.63213, -1.93416, 0.15498], [5.07823, -2.88421, 0.99803], [3.88467, -2.62598, 1.66328], [1.20448, -2.64601, 3.17599], [0.15412, -3.45449, 2.74989], [-0.15573, -4.62782, 3.42568], [0.58070, -5.00681, 4.53615], [1.63480, -4.21178, 4.96955], [1.94588, -3.04294, 4.29622], [1.46952, 0.13549, 4.41938], [3.05896, -0.56392, 4.15056], [3.75911, 1.12550, 2.65340], [2.94499, 2.01334, 3.94580], [1.05239, 4.19194, 0.04338], [2.17613, 6.26704, -0.62665], [4.35428, 6.87385, 0.38690], [5.38674, 5.36964, 2.05942], [4.27679, 3.30645, 2.72986], [1.23186, 4.76299, 3.18008], [-0.23234, 5.54334, 4.98999], [-1.85498, 3.99918, 6.04011], [-2.01038, 1.65375, 5.24844], [-0.57216, 0.86948, 3.44331], [3.29563, 0.47978, 0.45186], [5.41598, 0.03546, -0.67408], [6.56451, -2.13604, -0.35768], [5.57252, -3.83793, 1.13797], [3.45844, -3.38555, 2.30521], [-0.42880, -3.17645, 1.88937], [-0.97552, -5.24496, 3.07954], [0.33715, -5.92000, 5.06562], [2.21420, -4.50079, 5.83750], [2.77872, -2.45047, 4.65043], [1.24319, -4.87092, 0.24911], [1.15090, -4.86484, -1.10494], [1.44783, -5.96877, -1.89296], [1.33550, -5.88462, -3.27188], [0.92080, -4.70541, -3.87985], [0.60469, -3.61280, -3.09275], [0.71442, -3.68796, -1.70748], [0.40459, -2.48668, -0.90621], [1.29787, -1.85350, -0.26788], [-0.75318, -1.95595, -0.88263], [1.52544, -5.73519, 0.56489], [1.76812, -6.89255, -1.42196], [1.57717, -6.75006, -3.87581], [0.84295, -4.63826, -4.95738], [0.28347, -2.68097, -3.54853]]
}


# 2
{
  "formula": "C20H24MnN6O6S",
  "method": "ωB97M-V/def2-TZVPD",
  "de_lowest_kcal_mol": 15.7,
  "s2": 1.0752,
  "gap_ev": [7.94, 7.54],
  "spin_multiplicity": 2,
  "charge": 0,
  "elements": ["Mn", "O", "C", "C", "N", "C", "C", "O", "O", "C", "C", "O", "O", "H", "H", "H", "H", "H", "H", "H", "H", "H", "S", "C", "C", "C", "N", "C", "C", "C", "C", "C", "N", "C", "C", "H", "H", "H", "H", "H", "H", "H", "H", "C", "N", "C", "C", "O", "N", "C", "N", "H", "H", "H", "H", "H", "H", "H"],
  "coordinates": [[-0.13180, 1.73675, -0.17398], [-0.44989, 3.71133, 0.54721], [-0.32031, 4.77048, -0.39399], [0.82815, 4.35582, -1.29967], [0.54363, 3.03851, -1.88425], [-0.53402, 3.08687, -2.88839], [-1.75044, 2.18035, -2.52764], [-2.56593, 1.93876, -3.39673], [-1.78305, 1.79283, -1.30943], [1.76772, 2.37850, -2.34629], [2.60901, 1.90827, -1.13856], [3.81634, 2.04210, -1.11354], [1.89163, 1.35475, -0.21733], [-1.33959, 3.66304, 0.94551], [-0.10583, 5.70930, 0.12216], [-1.24598, 4.88384, -0.96429], [1.73770, 4.27499, -0.70006], [1.00108, 5.11115, -2.07526], [-0.16978, 2.85439, -3.88963], [-0.94107, 4.09866, -2.94794], [2.37177, 3.01927, -2.99712], [1.47882, 1.48738, -2.90641], [-1.30204, -4.72810, 0.68358], [-0.94031, -3.02750, 0.27257], [0.36505, -2.56423, 0.25899], [0.60061, -1.23544, -0.03657], [-0.37570, -0.35183, -0.30526], [-1.63455, -0.81852, -0.30850], [-1.95578, -2.13281, -0.02330], [-0.94534, -5.44015, -0.91769], [-1.84240, -5.32382, -1.97041], [-1.51314, -5.91004, -3.18293], [-0.39210, -6.58896, -3.39207], [0.45553, -6.69900, -2.37850], [0.23212, -6.14437, -1.12493], [1.18996, -3.23091, 0.46850], [1.60140, -0.83479, -0.06740], [-2.39162, -0.09040, -0.56638], [-2.98954, -2.44813, -0.03336], [-2.77402, -4.78797, -1.85234], [-2.18983, -5.83131, -4.02650], [1.36456, -7.25738, -2.57180], [0.95710, -6.26094, -0.33191], [1.26497, 0.18618, 5.12109], [0.50982, 0.74246, 4.02713], [-0.87277, 1.15772, 4.10607], [-1.11957, 1.63247, 2.67348], [-2.12105, 2.19247, 2.27272], [-0.00619, 1.36041, 1.92930], [0.93092, 0.87589, 2.75659], [2.15548, 0.59835, 2.33788], [0.89560, 0.60342, 6.05616], [2.31653, 0.46174, 5.03799], [1.18129, -0.90304, 5.16581], [-1.01854, 1.97497, 4.81412], [-1.54876, 0.33766, 4.36068], [2.34913, 0.85330, 1.34483], [2.85497, 0.23524, 2.95798]]
}


# 3
{
  "formula": "C4H19NO5",
  "method": "ωB97M-V/def2-TZVPD",
  "de_lowest_kcal_mol": 31.9,
  "gap_ev": 9.67,
  "smiles": "C/C=C/CN.O.O.O.O.O",
  "charge": 0,
  "elements": ["N", "C", "C", "C", "C", "H", "H", "H", "H", "H", "H", "H", "H", "H", "H", "H", "O", "H", "H", "O", "H", "H", "O", "H", "H", "O", "H", "H", "O"],
  "coordinates": [[0.92988, 0.87553, 1.06124], [1.43968, 1.88465, 0.10047], [-0.14227, 0.91956, -3.29823], [0.05498, 1.43145, -1.90519], [1.25013, 1.64717, -1.34709], [1.45202, 0.00783, 0.95911], [0.70765, 1.10393, 2.02455], [2.51358, 1.94102, 0.34938], [1.04676, 2.84906, 0.42070], [-1.18370, 0.71099, -3.45676], [0.32351, 1.49342, -4.08757], [0.23173, -0.12273, -3.52825], [-0.84055, 1.38830, -1.32410], [2.14446, 1.58430, -1.94769], [-0.62692, 0.24239, 3.35338], [0.57679, -0.60118, 3.62942], [0.29266, 0.31941, 3.60871], [-2.92161, 0.75396, 3.22177], [-2.24587, -0.23171, 2.12605], [-2.40529, -0.01681, 3.07901], [-1.12104, -1.87333, -0.09840], [-1.35924, -3.23260, 0.74460], [-1.25900, -2.85448, -0.17344], [-0.64444, 0.25956, 0.26076], [-2.12518, 0.16333, -0.30091], [-1.51757, -0.20522, 0.33926], [0.97190, -3.40597, -1.34244], [2.56351, -3.79461, -1.40154], [1.89344, -3.23721, -1.06679]]
}


# 4
{
  "formula": "C42H64B11Br6N3SSb2Si2Ti",
  "method": "ωB97M-V/def2-TZVPD",
  "de_lowest_kcal_mol": 10.4,
  "gap_ev": [6.51, 6.51],
  "charge": 0,
  "elements": ["Ti", "C", "Si", "C", "C", "N", "C", "C", "C", "C", "C", "C", "N", "Si", "C", "C", "C", "H", "H", "H", "H", "H", "H", "H", "H", "H", "H", "H", "H", "H", "H", "H", "H", "H", "H", "H", "H", "H", "H", "C", "C", "C", "C", "C", "C", "C", "C", "S", "C", "N", "C", "C", "C", "C", "C", "C", "C", "C", "H", "H", "H", "H", "H", "H", "H", "H", "H", "H", "H", "H", "H", "H", "H", "H", "C", "Sb", "C", "C", "C", "C", "C", "C", "C", "C", "C", "Sb", "C", "C", "H", "H", "H", "H", "H", "H", "H", "H", "H", "H", "H", "H", "H", "H", "H", "H", "H", "H", "H", "H", "Br", "B", "B", "C", "B", "B", "B", "B", "B", "Br", "B", "Br", "B", "Br", "B", "Br", "B", "Br", "H", "H", "H", "H", "H", "H"],
  "coordinates": [[0.19021, -0.29756, 0.21075], [2.44301, -2.07798, 2.90858], [0.67973, -2.61326, 2.70095], [0.76733, -4.39423, 2.13566], [-0.13934, -2.46676, 4.37434], [-0.26339, -1.61088, 1.57200], [-1.66546, -1.81766, 1.49572], [-2.31971, -2.95355, 1.98516], [-3.68621, -3.10717, 1.84739], [-4.42156, -2.12504, 1.19363], [-3.78582, -0.99749, 0.71277], [-2.40712, -0.79986, 0.87635], [-1.68582, 0.34130, 0.45989], [-2.68830, 1.75861, 0.01706], [-1.61688, 3.23285, -0.27726], [-3.77625, 2.19906, 1.48508], [-3.81977, 1.44724, -1.42985], [2.85472, -2.71865, 3.69623], [2.54833, -1.04039, 3.22885], [3.05473, -2.23609, 2.01890], [0.82238, -5.04375, 3.01412], [1.66491, -4.56646, 1.53620], [-0.08782, -4.70968, 1.53700], [-0.24112, -3.44384, 4.85298], [-1.13502, -2.02443, 4.30691], [0.46593, -1.83588, 5.02970], [-1.75280, -3.72982, 2.48149], [-4.17191, -3.99193, 2.23767], [-5.48834, -2.23937, 1.05352], [-4.37319, -0.25549, 0.19057], [-0.94694, 3.37821, 0.57450], [-2.27154, 4.11026, -0.32354], [-1.03638, 3.19646, -1.19970], [-3.33841, 3.02991, 2.04356], [-3.94253, 1.37139, 2.17645], [-4.75294, 2.53174, 1.12104], [-3.81190, 2.31376, -2.09210], [-4.84589, 1.31200, -1.07806], [-3.54693, 0.57917, -2.02669], [-1.66361, -5.41434, -1.50063], [-0.31698, -6.00719, -1.91793], [-0.37839, -6.33446, -3.41689], [-0.07446, -7.29362, -1.11648], [0.83599, -5.03849, -1.66871], [2.15386, -5.41767, -2.00757], [3.23747, -4.59515, -1.79779], [2.99868, -3.33637, -1.24479], [4.11639, -2.07340, -0.85421], [2.82827, -1.09940, -0.29596], [1.64542, -1.62931, -0.44313], [1.70750, -2.93289, -0.94037], [0.62589, -3.79030, -1.12445], [2.99350, 0.09818, 0.56303], [4.25598, 0.54946, 0.92127], [4.38285, 1.45275, 1.96646], [3.24546, 1.88937, 2.63252], [1.98656, 1.48773, 2.20591], [1.82247, 0.59574, 1.15323], [-2.45339, -6.13590, -1.71577], [-1.89215, -4.49856, -2.05093], [-1.70419, -5.19048, -0.43083], [-1.19440, -7.03404, -3.61026], [0.54591, -6.79331, -3.77201], [-0.55743, -5.43156, -4.00453], [-0.91777, -7.97586, -1.24242], [0.03280, -7.07485, -0.05154], [0.82671, -7.81302, -1.44718], [2.32893, -6.39596, -2.43638], [4.23791, -4.91529, -2.05572], [-0.35856, -3.47075, -0.82367], [5.14017, 0.16890, 0.42180], [5.36273, 1.79351, 2.27357], [3.33682, 2.56267, 3.47720], [1.11848, 1.90236, 2.69932], [-0.07190, 1.21547, 5.48047], [-1.28480, 1.91190, 3.84302], [-3.03159, 2.03610, 5.07929], [-0.64441, 3.97962, 4.17285], [-1.18277, 4.98499, 3.18548], [-2.55807, 5.23984, 3.23033], [-3.18054, 6.12959, 2.37496], [-2.41359, 6.81925, 1.44519], [-1.04854, 6.60463, 1.40911], [-0.40650, 5.69533, 2.25736], [1.08971, 5.58225, 2.12206], [1.79643, 4.38454, 0.44539], [3.83092, 5.01687, 0.74745], [1.37947, 5.84514, -1.06570], [-0.54328, 0.33945, 5.92622], [-0.00087, 2.00426, 6.23059], [0.92970, 0.94174, 5.14609], [-3.79524, 2.65974, 4.61670], [-3.43793, 1.03256, 5.20828], [-2.75773, 2.44466, 6.05263], [0.44357, 3.96593, 4.23544], [-1.03220, 4.18818, 5.17256], [-3.15134, 4.71717, 3.97352], [-4.24893, 6.29055, 2.43981], [-2.87089, 7.53025, 0.76928], [-0.44256, 7.16467, 0.70579], [1.57202, 5.17536, 3.01122], [1.51950, 6.56701, 1.92996], [3.90463, 6.09596, 0.60976], [4.48497, 4.51592, 0.03413], [4.15443, 4.76041, 1.75681], [1.74394, 6.82610, -0.75747], [0.30712, 5.89291, -1.25303], [1.87845, 5.54418, -1.98730], [1.10275, 1.46086, -1.94067], [1.07624, 0.55391, -3.68728], [2.49908, 0.24323, -4.67511], [2.14489, -1.25331, -5.41195], [1.71846, -1.07606, -3.80121], [0.69562, -1.99467, -4.90415], [0.84540, -1.23860, -6.49662], [1.95643, 0.14145, -6.35528], [1.24523, 1.33751, -5.26535], [1.57623, 3.24270, -5.42723], [0.21092, 0.40990, -6.41832], [-0.62660, 1.23628, -7.95418], [-0.58379, -0.92083, -5.50124], [-2.33695, -1.62026, -5.94773], [-0.02935, -0.80541, -3.83338], [-1.13316, -1.22994, -2.25814], [-0.34280, 0.69693, -4.76302], [-1.78847, 1.89929, -4.35977], [3.61375, 0.54746, -4.42337], [2.97756, -1.89958, -5.64002], [2.32323, -1.64083, -2.96825], [0.62076, -3.17103, -4.80221], [0.86874, -1.90818, -7.46892], [2.70731, 0.37338, -7.23685]]
}


> The highest charge belongs to which entry?

C58H48AsNO7P2SZr


What did the second record say?
{
  "formula": "C20H24MnN6O6S",
  "method": "ωB97M-V/def2-TZVPD",
  "de_lowest_kcal_mol": 15.7,
  "s2": 1.0752,
  "gap_ev": [7.94, 7.54],
  "spin_multiplicity": 2,
  "charge": 0,
  "elements": ["Mn", "O", "C", "C", "N", "C", "C", "O", "O", "C", "C", "O", "O", "H", "H", "H", "H", "H", "H", "H", "H", "H", "S", "C", "C", "C", "N", "C", "C", "C", "C", "C", "N", "C", "C", "H", "H", "H", "H", "H", "H", "H", "H", "C", "N", "C", "C", "O", "N", "C", "N", "H", "H", "H", "H", "H", "H", "H"],
  "coordinates": [[-0.13180, 1.73675, -0.17398], [-0.44989, 3.71133, 0.54721], [-0.32031, 4.77048, -0.39399], [0.82815, 4.35582, -1.29967], [0.54363, 3.03851, -1.88425], [-0.53402, 3.08687, -2.88839], [-1.75044, 2.18035, -2.52764], [-2.56593, 1.93876, -3.39673], [-1.78305, 1.79283, -1.30943], [1.76772, 2.37850, -2.34629], [2.60901, 1.90827, -1.13856], [3.81634, 2.04210, -1.11354], [1.89163, 1.35475, -0.21733], [-1.33959, 3.66304, 0.94551], [-0.10583, 5.70930, 0.12216], [-1.24598, 4.88384, -0.96429], [1.73770, 4.27499, -0.70006], [1.00108, 5.11115, -2.07526], [-0.16978, 2.85439, -3.88963], [-0.94107, 4.09866, -2.94794], [2.37177, 3.01927, -2.99712], [1.47882, 1.48738, -2.90641], [-1.30204, -4.72810, 0.68358], [-0.94031, -3.02750, 0.27257], [0.36505, -2.56423, 0.25899], [0.60061, -1.23544, -0.03657], [-0.37570, -0.35183, -0.30526], [-1.63455, -0.81852, -0.30850], [-1.95578, -2.13281, -0.02330], [-0.94534, -5.44015, -0.91769], [-1.84240, -5.32382, -1.97041], [-1.51314, -5.91004, -3.18293], [-0.39210, -6.58896, -3.39207], [0.45553, -6.69900, -2.37850], [0.23212, -6.14437, -1.12493], [1.18996, -3.23091, 0.46850], [1.60140, -0.83479, -0.06740], [-2.39162, -0.09040, -0.56638], [-2.98954, -2.44813, -0.03336], [-2.77402, -4.78797, -1.85234], [-2.18983, -5.83131, -4.02650], [1.36456, -7.25738, -2.57180], [0.95710, -6.26094, -0.33191], [1.26497, 0.18618, 5.12109], [0.50982, 0.74246, 4.02713], [-0.87277, 1.15772, 4.10607], [-1.11957, 1.63247, 2.67348], [-2.12105, 2.19247, 2.27272], [-0.00619, 1.36041, 1.92930], [0.93092, 0.87589, 2.75659], [2.15548, 0.59835, 2.33788], [0.89560, 0.60342, 6.05616], [2.31653, 0.46174, 5.03799], [1.18129, -0.90304, 5.16581], [-1.01854, 1.97497, 4.81412], [-1.54876, 0.33766, 4.36068], [2.34913, 0.85330, 1.34483], [2.85497, 0.23524, 2.95798]]
}